{"formula": "C24H43IrN2P3SSe", "method": "the ωB97M-V functional and the def2-TZVPD basis", "species": ["C", "H", "H", "H", "Ir", "C", "H", "C", "H", "Se", "H", "H", "C", "H", "H", "H", "C", "N", "H", "H", "H", "C", "H", "C", "H", "H", "H", "H", "H", "C", "H", "C", "H", "S", "H", "C", "C", "P", "P", "H", "H", "C", "H", "C", "H", "C", "C", "H", "H", "H", "H", "H", "H", "H", "P", "H", "C", "C", "H", "H", "H", "H", "C", "C", "N", "H", "C", "C", "H", "H", "H", "C", "C", "H", "C"], "xyz": [[-5.666031, -0.352614, -0.650544], [1.286081, 1.769149, -3.653202], [2.642112, -1.744478, -1.989404], [-0.736441, 5.132271, -1.123179], [0.000586, 0.558332, -0.673726], [-2.592936, 3.136301, 0.230825], [-0.260590, 3.383022, 2.251350], [2.301714, -4.254807, 2.171214], [-4.400771, -1.836900, 2.144998], [2.342510, -3.405264, 0.568048], [-1.777067, 0.813467, 1.842332], [1.126165, -4.108568, 5.395151], [1.716860, 0.762790, -3.584237], [-1.332819, -1.595686, -3.149253], [-0.114623, -1.652418, -4.450974], [-6.588051, -0.097666, -1.158212], [-0.218347, -0.695973, 1.842841], [-2.127225, 0.364323, -1.287589], [3.409603, 1.902770, 1.902798], [-1.118691, -0.189385, -4.242747], [-2.264651, -1.291202, 1.004172], [1.560682, -3.819432, 3.301489], [0.919857, -2.948213, 3.201472], [-3.216035, -0.263274, -0.627697], [2.592736, -6.124370, 5.620150], [3.843819, -6.959157, 3.614696], [2.734167, 0.835362, -3.181641], [-0.079055, 1.434610, 2.444070], [-2.954199, 2.347211, 0.897501], [-4.459649, 0.021758, -1.235703], [2.136068, 0.805316, 2.477557], [-4.415068, -1.322005, 1.186919], [-3.192084, 3.118930, -0.688531], [-4.293403, 0.994711, -2.670225], [0.473213, 4.053113, -1.867927], [2.610414, 2.742573, -0.796681], [1.706505, -1.885795, -2.531339], [-0.788146, 2.917632, -0.093115], [1.969239, 1.239818, 0.055845], [-6.573645, -1.265521, 1.083905], [-0.875483, -1.469847, 2.242498], [-3.208186, -0.992379, 0.573077], [3.602375, -0.014153, -1.289391], [1.681281, -4.478171, 4.528169], [1.938729, -2.179348, -3.561264], [3.099635, -5.427740, 2.310936], [-0.600836, -1.000469, -3.713394], [0.816627, -0.937513, 2.123514], [-2.758541, 4.101688, 0.730463], [1.774209, 2.516413, 2.177554], [1.134799, -2.694067, -2.062274], [2.141413, 3.661594, -0.431603], [-0.762813, 4.836352, 1.388653], [-0.330715, -0.645537, 0.642345], [0.705590, -0.380717, -2.572934], [3.135600, -0.905102, 0.201732], [-0.156558, 3.925237, 1.310925], [2.503606, -5.605306, 4.654168], [2.454608, 2.671942, -1.877290], [-1.250817, 3.891532, -2.287020], [3.646520, -5.783641, 1.443258], [3.691734, 2.817340, -0.614977], [3.206373, -6.076942, 3.534849], [-5.643016, -1.006309, 0.591162], [-1.841218, 1.891140, -3.139956], [-0.816703, 1.834759, -3.156312], [2.340260, 1.653586, 1.816837], [-0.701613, 0.688341, 1.961354], [-2.316526, 2.263942, -3.965156], [0.888214, 4.218932, 1.178531], [1.773874, 0.341291, -4.595116], [-2.571475, 1.082816, -2.326702], [3.376584, 0.086267, -0.220028], [4.266407, 0.483718, 0.297622], [-0.546744, 4.109621, -1.475635]], "forces_ev_per_a": [[0.212, -0.242, 0.457], [0.113, -0.204, 0.019], [-0.093, -0.035, -0.087], [0.091, -0.269, 0.044], [-2.747, 2.929, 0.761], [-0.064, -0.362, 0.035], [-0.012, 0.155, -0.053], [0.073, -0.722, 0.875], [-0.012, 0.046, -0.223], [-0.185, -0.202, 0.173], [0.349, 0.183, 0.294], [0.181, -0.136, -0.375], [-0.036, -0.165, -0.207], [0.201, 0.199, -0.154], [-0.136, 0.216, 0.118], [-0.096, -0.103, 0.200], [0.088, 0.273, -1.265], [0.028, 0.573, -1.128], [-0.348, -0.119, -0.217], [0.173, -0.365, 0.183], [-0.337, 0.028, -0.034], [-0.094, 0.071, 0.835], [0.062, -0.165, 0.192], [-0.762, 0.246, -0.018], [-0.048, 0.308, -0.531], [-0.218, 0.272, -0.027], [-0.255, 0.022, -0.088], [-0.479, -0.211, 0.042], [-0.037, 0.128, -0.119], [0.057, -0.313, 0.772], [0.069, 0.129, -0.119], [-0.009, -0.006, -0.293], [0.247, -0.065, 0.182], [0.978, -0.143, 0.562], [-0.172, 0.114, 0.026], [0.060, -0.131, 0.027], [0.427, -0.332, 0.147], [-0.806, 1.049, 0.231], [2.943, 0.385, 0.220], [0.117, 0.019, -0.088], [-0.088, -0.043, -0.228], [-0.034, 0.288, -0.536], [-0.016, 0.012, 0.331], [-0.486, 0.842, -0.716], [-0.004, 0.037, 0.162], [0.415, -0.407, 0.330], [-0.025, 0.138, 0.021], [-0.233, 0.487, -0.227], [0.147, -0.266, -0.224], [0.113, -0.235, -0.116], [0.001, 0.157, -0.147], [0.089, -0.244, -0.060], [0.147, -0.212, -0.172], [0.351, -2.214, 1.407], [0.272, -1.263, -1.934], [0.163, 0.499, -0.190], [0.214, -0.144, 0.100], [0.162, -0.253, 0.063], [0.023, 0.051, 0.226], [0.265, 0.156, 0.380], [0.036, -0.140, 0.183], [-0.273, -0.026, 0.019], [0.138, 0.033, -0.723], [0.279, 0.301, -0.629], [0.267, -0.384, -0.068], [-0.943, 0.091, -0.022], [-0.258, 0.027, 0.042], [-0.025, 0.571, 1.001], [0.474, -0.169, 0.400], [-0.188, -0.019, 0.034], [0.049, 0.113, 0.126], [-0.397, -0.574, 0.133], [0.082, 0.062, 0.182], [-0.298, -0.226, -0.287], [0.054, -0.100, -0.231]], "orbital_gap_ev": [7.1, 4.1], "multiplicity": 5, "lumo_energy_ev": [-7.775, -11.697], "s_squared": 6.0420, "de_lowest_kcal_mol": 7.26, "charge": 3}